The following is a quantum chemistry calculation of a structure of composition C45H49ClF3MnN3OS6SbSi2Te2, from the Open Molecules 2025 dataset.

As for the spin multiplicity: 2. The energy above the lowest of the compared OMol25 structures with the same formula, charge and spin comes out at 0.000 eV. The LUMO energy (alpha / beta) comes out at 1.7 / 1.7 eV. Its charge is -1. Its highest occupied orbital energy (alpha / beta) is -4.148 / -4.152 eV.

Last column: Mulliken charge in e.
CARTESIAN COORDINATES (ANGSTROEM)
C -1.669 -2.705 5.556  -0.814
H -3.945 1.409 1.237  -0.008
C 2.210 -1.378 1.135  -0.010
H 3.057 5.165 -0.974  0.422
H -1.148 -3.151 6.392  0.405
C 3.267 2.527 -3.252  0.395
C -2.295 -1.813 3.297  0.352
H 3.290 -4.073 -5.885  0.330
Te -2.524 -1.299 1.244  -0.358
C 2.134 -0.097 3.506  -0.337
H 4.239 -1.875 1.584  0.526
C -0.962 2.359 2.975  -0.171
C 3.309 -0.712 3.137  -0.441
C 3.316 -3.666 -4.870  -1.102
C 1.356 -5.717 -3.702  -0.729
Te -0.105 -3.072 -1.276  -0.212
S -4.695 0.589 -2.257  -0.097
C -1.977 1.638 5.068  -1.000
C 1.043 -0.125 2.652  -1.338
S -1.960 -0.385 -1.798  -0.734
C 5.659 3.963 -2.993  -0.497
H -6.168 2.506 1.226  0.452
C -3.014 4.517 0.267  -0.719
H -0.897 5.239 1.996  0.708
C 5.414 2.842 -2.218  -0.747
H 2.769 3.982 -4.754  0.344
H 1.635 3.145 -0.744  0.107
C -3.263 -1.642 4.253  -0.645
C -0.040 3.076 5.109  -1.346
F -6.570 4.997 0.664  -0.383
H 0.479 -6.553 2.678  0.302
H -1.834 -4.388 2.391  -0.342
C -5.357 4.397 0.651  0.385
N 0.344 0.369 -3.587  0.101
C -5.280 2.169 -2.781  0.677
H 4.170 -0.677 3.793  0.511
C 1.389 4.035 -0.182  -0.366
Sb -0.953 2.282 0.794  0.494
H 6.150 2.514 -1.493  0.365
C 3.344 -1.372 1.925  -1.328
C 3.519 3.653 -4.043  -0.499
C 2.190 5.162 -0.324  -0.521
S -1.081 3.054 -2.271  -0.255
C -1.406 -6.717 -0.859  -1.042
H 2.192 -1.899 0.188  0.350
Cl 1.992 0.682 5.040  -0.183
H -0.620 -3.052 -4.467  0.343
C 1.323 0.917 -2.871  -0.132
H 0.453 -5.855 -3.100  -0.039
H -0.432 -0.035 -3.027  -0.457
C 0.746 6.348 1.209  -1.139
C -2.991 1.007 -2.132  0.112
H 4.068 1.252 -1.717  0.437
C 0.095 -7.046 1.779  -1.115
C 4.232 2.120 -2.334  -0.108
H 3.560 -2.602 -4.943  0.279
Si 1.673 -3.893 -3.990  0.185
C -1.025 2.362 5.754  0.665
H 2.192 -6.188 -3.175  0.295
C 0.312 -3.150 -5.031  -0.997
C 0.271 4.036 0.645  0.212
C -0.010 3.056 3.719  0.125
H -2.797 -4.393 0.928  0.219
C -0.034 5.205 1.339  -0.513
C 4.697 4.364 -3.912  -0.702
Si -0.781 -5.820 0.661  0.052
S -3.959 3.331 -2.899  -0.153
H -1.870 -6.021 -1.563  0.313
H 1.003 -4.083 0.959  0.385
H 0.118 0.360 2.925  0.938
H 2.484 -3.525 -1.668  0.541
C -2.189 -5.027 1.576  -0.213
H -4.211 -1.163 4.036  0.411
H 0.110 -3.776 -5.906  0.392
C -2.634 2.277 -2.406  -0.236
H 0.787 3.594 3.221  0.489
H -4.376 6.171 -0.019  0.424
C -1.940 1.651 3.679  0.482
H 1.548 2.278 -4.293  0.288
C -4.255 5.139 0.284  -0.816
F 2.611 7.405 0.246  -0.381
O -6.442 2.424 -3.017  -0.684
H 1.285 -5.142 -0.435  0.492
H -3.547 -2.082 6.411  0.402
C -2.907 -2.142 5.538  -0.341
C 0.521 -4.578 0.111  -0.567
H 0.592 -2.153 -5.382  0.233
F -1.052 2.364 7.108  -0.390
C -4.017 2.463 0.991  0.108
C -2.877 3.185 0.648  0.925
H -2.839 -5.796 2.010  0.400
Mn -0.397 -0.268 -0.029  1.669
H 0.510 7.263 1.738  0.439
H -2.156 5.074 -0.082  0.523
S 1.635 0.401 -1.282  -0.317
H 0.007 0.904 -4.377  0.308
N 2.033 1.885 -3.502  0.230
S -0.955 -2.631 3.999  0.022
C 1.763 -3.034 -2.331  -0.338
N 1.071 -0.768 1.484  1.350
H 6.581 4.520 -2.881  0.390
C -5.271 3.063 0.986  -0.927
C 1.845 6.297 0.377  0.376
H 0.699 3.619 5.686  0.431
H 4.858 5.240 -4.528  0.359
H 0.937 -7.525 1.268  0.303
H -2.686 1.077 3.142  -0.030
H -0.595 -7.833 2.101  0.320
H -2.156 -7.465 -0.585  0.369
H -0.593 -7.233 -1.380  0.257
H 2.057 -1.987 -2.421  -0.061
H -2.722 1.068 5.607  0.460
H 1.209 -6.251 -4.646  0.399
H 4.130 -4.160 -4.331  0.306